(1)
ORCA calculation (the ωB97M-V functional and the def2-TZVPD basis) on C12H21FeO12 as an isolated structure at a distorted geometry.

- E_LUMO (spin up / spin down) (eV) = 0.657 / -0.763
- ΔE to the lowest compared entry with this formula, charge and spin (kJ/mol) = 44.4
- gap between HOMO and LUMO (spin up / spin down) (eV) = 10.59 / 9.25
- HOMO energy (spin up / spin down) (eV) = -9.93 / -10.02
- multiplicity = 6
- maximum force (eV/A) = 2.550

Last column: Mulliken spin population.
Cartesian coordinates (Å):
Fe -0.42 0.43 0.84  4.32
C 3.04 0.65 2.83  0.00
C 1.78 0.50 2.06  0.00
O 0.76 -0.06 2.55  0.11
O 1.62 0.88 0.86  0.11
H 2.78 0.88 3.86  0.00
H 3.74 1.42 2.52  0.00
H 3.58 -0.30 2.74  0.00
C -3.66 -1.83 0.24  0.00
C -2.36 -1.08 0.34  -0.02
O -2.04 -0.15 -0.44  0.11
O -1.56 -1.30 1.28  0.11
H -4.29 -1.58 1.09  0.00
H -3.48 -2.90 0.35  0.00
H -4.12 -1.73 -0.74  0.00
C -2.05 3.79 2.31  0.00
C -1.69 2.47 1.71  -0.02
O -1.00 2.44 0.64  0.12
O -1.72 1.35 2.30  0.11
H -3.11 3.80 2.53  0.00
H -1.76 4.62 1.66  0.00
H -1.52 3.93 3.25  0.00
C 2.85 1.25 -2.13  0.00
O 1.69 1.69 -2.85  0.00
C 0.51 1.45 -2.31  0.00
O 0.32 0.84 -1.30  0.02
O -0.40 2.04 -3.07  0.00
C -1.74 1.94 -2.61  0.00
H 3.21 0.28 -2.46  0.00
H 2.63 1.18 -1.07  0.00
H 3.59 1.99 -2.41  0.00
H -2.33 2.60 -3.24  0.00
H -1.95 2.17 -1.57  0.00
H -2.14 0.94 -2.79  0.00
C 0.78 -3.64 1.61  0.00
O 0.89 -3.86 0.23  0.00
C 0.91 -2.84 -0.59  0.00
O 0.85 -1.69 -0.25  0.01
O 1.04 -3.29 -1.83  0.00
C 1.13 -2.30 -2.83  0.00
H 0.22 -4.46 2.07  0.00
H 0.15 -2.79 1.91  0.00
H 1.76 -3.58 2.07  0.00
H 1.29 -2.80 -3.78  0.00
H 2.00 -1.65 -2.68  0.00
H 0.24 -1.68 -2.91  0.00


(2)
ORCA calculation (the ωB97M-V functional and the def2-TZVPD basis) on a 3-piece molecular cluster, C12H21N3 overall at a distorted geometry.

- E_LUMO (eV) = 0.443
- ΔE to the lowest compared entry with this formula, charge and spin (kJ/mol) = 26.1
- gap between HOMO and LUMO (eV) = 11.84
- HOMO energy (eV) = -11.40
- maximum force (eV/A) = 1.456

Last column: natural (NBO) charge in e.
Cartesian coordinates (Å):
C -4.12 -6.41 3.16  -0.61
C -2.77 -6.20 2.47  -0.37
C -2.69 -4.85 1.71  -0.51
C -2.75 -3.73 2.66  0.28
N -2.78 -2.87 3.42  -0.33
H -4.89 -6.49 2.39  0.20
H -4.39 -5.62 3.87  0.22
H -4.06 -7.33 3.75  0.22
H -2.55 -7.01 1.79  0.21
H -2.04 -6.09 3.27  0.21
H -3.51 -4.75 0.99  0.24
H -1.76 -4.81 1.15  0.25
C -8.22 -13.20 2.90  -0.62
C -9.44 -12.33 2.58  -0.38
C -10.43 -12.94 1.60  -0.51
C -9.79 -13.35 0.34  0.30
N -9.27 -13.64 -0.63  -0.34
H -8.47 -13.96 3.63  0.21
H -7.38 -12.58 3.23  0.21
H -7.85 -13.70 2.00  0.22
H -9.10 -11.37 2.18  0.21
H -9.99 -12.11 3.49  0.21
H -11.18 -12.19 1.37  0.26
H -10.93 -13.83 1.98  0.24
C -6.58 -9.51 1.73  -0.61
C -6.10 -9.07 0.34  -0.38
C -6.61 -9.94 -0.79  -0.51
C -8.08 -9.95 -0.86  0.29
N -9.22 -10.00 -0.95  -0.34
H -6.30 -10.56 1.82  0.20
H -7.67 -9.45 1.78  0.21
H -6.15 -8.92 2.53  0.22
H -5.00 -9.09 0.34  0.21
H -6.32 -8.01 0.18  0.21
H -6.34 -10.99 -0.69  0.25
H -6.23 -9.62 -1.76  0.25


(3)
ORCA calculation (the ωB97M-V functional and the def2-TZVPD basis) on C12H22BF2N3O11P2SW as an isolated structure at a distorted geometry.

- E_LUMO (spin up / spin down) (eV) = -1.104 / -1.106
- ΔE to the lowest compared entry with this formula, charge and spin (kJ/mol) = 83.3
- gap between HOMO and LUMO (spin up / spin down) (eV) = 7.61 / 7.61
- HOMO energy (spin up / spin down) (eV) = -8.72 / -8.72
- maximum force (eV/A) = 1.421

Last column: natural (NBO) charge in e.
Cartesian coordinates (Å):
W -0.58 2.09 -0.63  1.98
O 0.38 4.01 2.88  -0.89
S -0.39 3.41 1.86  2.57
O -1.70 2.90 2.15  -0.94
O 0.44 2.31 1.14  -0.97
O -0.52 4.36 0.61  -0.93
N 0.20 0.73 -4.92  -0.86
C 0.73 1.25 -3.66  -0.59
C 2.24 1.44 -3.61  -0.64
P -0.24 2.86 -3.21  1.19
O 1.03 3.11 -1.20  -0.94
O -1.57 2.47 -4.04  -1.00
O -1.97 3.15 -0.89  -0.77
P 0.15 0.18 -2.33  2.36
O 0.40 -1.31 -2.80  -0.98
O 0.87 0.48 -1.03  -1.06
O -1.31 0.55 -2.00  -1.03
H 0.62 1.22 -5.71  0.38
H -1.49 1.61 -4.49  0.52
H 0.41 -0.26 -5.03  0.38
H 2.54 2.16 -4.38  0.22
H 2.76 0.50 -3.80  0.21
H 2.55 1.84 -2.64  0.26
H 1.22 3.80 -0.55  0.49
H 0.53 -1.92 -2.07  0.52
C 2.37 -2.83 3.94  -0.62
C 1.34 -3.74 3.30  -0.22
N 0.44 -3.03 2.39  -0.43
C 0.57 -3.32 0.97  -0.21
C 1.82 -2.73 0.34  -0.63
C -0.54 -2.28 2.96  0.66
O -0.73 -2.25 4.16  -0.60
C -1.38 -1.43 2.04  -0.15
C -2.75 -1.62 1.96  -0.10
C -3.50 -0.77 1.17  -0.24
C -2.87 0.27 0.51  0.10
N -1.55 0.45 0.60  -0.51
C -0.81 -0.37 1.36  0.09
H 3.03 -3.40 4.60  0.22
H 1.88 -2.06 4.53  0.23
H 2.99 -2.34 3.18  0.20
H 0.74 -4.21 4.08  0.22
H 1.82 -4.54 2.73  0.19
H -0.33 -2.95 0.46  0.21
H 0.57 -4.40 0.85  0.20
H 1.81 -1.64 0.33  0.23
H 1.93 -3.11 -0.69  0.20
H 2.72 -3.06 0.87  0.22
H -3.22 -2.43 2.51  0.24
H -4.57 -0.88 1.08  0.24
H -3.41 0.97 -0.10  0.23
H 0.24 -0.15 1.41  0.24
F -1.34 5.41 -1.29  -0.50
B -1.74 4.59 -0.28  1.31
F -2.84 4.95 0.40  -0.50


(4)
ORCA calculation (the ωB97M-V functional and the def2-TZVPD basis) on a 2-piece molecular cluster, C12H22BrFN2 overall at a distorted geometry.

- E_LUMO (eV) = -1.187
- gap between HOMO and LUMO (eV) = 2.32
- HOMO energy (eV) = -3.51
- maximum force (eV/A) = 1.627

Last column: natural (NBO) charge in e.
Cartesian coordinates (Å):
C -1.39 1.19 2.86  -0.65
C -2.40 0.96 1.70  -0.13
Br -1.28 0.41 0.09  -0.28
C -3.21 2.23 1.31  -0.49
C -4.27 2.67 2.36  -0.60
C -5.64 1.97 2.14  -0.47
C -5.59 0.42 2.16  0.04
F -6.88 -0.15 2.13  -0.40
H -0.78 2.06 2.64  0.21
H -1.98 1.27 3.79  0.23
H -0.79 0.26 2.94  0.19
H -3.01 0.08 1.93  0.20
H -2.46 3.05 1.21  0.18
H -3.64 2.10 0.30  0.20
H -3.89 2.32 3.36  0.12
H -6.27 2.26 3.01  0.19
H -6.18 2.34 1.25  0.18
H -5.06 0.13 3.08  0.14
H -5.00 0.03 1.31  0.14
C 5.27 -2.59 -0.26  -0.62
C 4.40 -1.35 -0.18  -0.21
N 3.57 -1.17 -1.38  -0.28
C 2.23 -0.90 -1.40  -0.03
C 1.87 -0.74 -2.70  -0.03
N 3.01 -0.94 -3.45  -0.28
C 4.03 -1.20 -2.63  0.23
C 3.10 -0.87 -4.91  -0.41
H 5.95 -2.55 -1.12  0.20
H 5.88 -2.68 0.64  0.24
H 4.66 -3.49 -0.37  0.23
H 5.01 -0.46 -0.06  0.22
H 3.73 -1.42 0.68  0.24
H 1.66 -0.83 -0.49  0.28
H 0.94 -0.50 -3.19  0.26
H 5.04 -1.40 -2.94  0.24
H 3.42 -1.83 -5.30  0.23
H 3.82 -0.10 -5.18  0.23
H 2.13 -0.61 -5.32  0.24


(5)
ORCA calculation (the ωB97M-V functional and the def2-TZVPD basis) on a 2-piece molecular cluster, C12H22Cl2N5O2S overall.

- E_LUMO (eV) = -2.315
- gap between HOMO and LUMO (eV) = 9.69
- HOMO energy (eV) = -12.00
- net charge = +1
- maximum force (eV/A) = 0.829

Last column: natural (NBO) charge in e.
Cartesian coordinates (Å):
C -3.00 1.86 0.60  -0.26
O -2.06 0.88 1.03  -0.55
C -1.17 1.35 1.98  0.11
N -0.43 0.21 2.51  -0.41
C -1.30 -0.65 3.35  -0.23
C -0.53 -1.78 4.00  -0.43
C 0.45 -2.43 3.02  -0.21
N 0.28 -1.85 1.65  -0.57
C 0.26 -0.50 1.56  0.72
N 0.87 0.12 0.57  -0.55
C 1.57 -0.52 -0.54  -0.25
C 1.52 0.35 -1.81  -0.56
S 3.05 1.22 -2.23  0.34
C 2.83 2.70 -1.33  0.27
N 3.38 3.82 -1.61  -0.28
N 3.01 4.71 -0.60  -0.25
C 2.26 4.06 0.19  0.28
O 2.09 2.75 -0.18  -0.48
H -2.50 2.81 0.37  0.18
H -3.76 2.04 1.38  0.19
H -3.48 1.48 -0.30  0.22
H -1.67 1.84 2.83  0.20
H -0.49 2.10 1.55  0.16
H -2.11 -1.04 2.73  0.22
H -1.74 -0.01 4.11  0.23
H -1.24 -2.52 4.38  0.24
H 0.04 -1.41 4.86  0.23
H 0.32 -3.50 2.93  0.23
H 1.48 -2.24 3.32  0.20
H 0.93 -2.28 1.01  0.41
H 0.86 1.13 0.56  0.44
H 1.08 -1.47 -0.77  0.22
H 2.61 -0.70 -0.25  0.23
H 0.69 1.06 -1.75  0.24
H 1.32 -0.30 -2.66  0.27
H 1.76 4.39 1.08  0.21
Cl 0.98 -3.12 -4.56  -0.06
C -0.72 -2.87 -5.04  -0.39
C -1.23 -1.53 -4.57  -0.38
Cl -1.35 -1.48 -2.78  -0.09
H -1.31 -3.69 -4.63  0.23
H -0.76 -2.91 -6.13  0.24
H -2.22 -1.34 -4.96  0.24
H -0.56 -0.73 -4.87  0.22